(1)
Below is 6 unconnected molecules or ions with the total composition C25H32F3NO4S in a non-equilibrium geometry, with properties calculated with wB97M-V/def2-TZVPD.

## Properties
- max |F| (Eh/bohr) = 0.203
- Kohn-Sham gap (eV) = 8.82
- ΔE to the lowest compared entry with this formula, charge and spin (kJ/mol) = 0.0
- E_HOMO (eV) = -8.971
- M (g/mol) = 499.595
- calculated total energy (a.u.) = -2024.918831

Cartesian coordinates (Å):
C1 -3.304 -0.140 3.608
C2 -2.030 0.543 4.213
O1 -1.955 0.702 5.534
N1 -0.861 0.943 3.186
H1 -0.868 0.386 2.197
H2 -1.003 1.804 2.870
C3 0.349 0.900 3.937
H3 -3.748 0.843 3.258
H4 -3.735 -0.504 4.415
H5 -3.013 -0.958 2.993
H6 1.201 1.091 3.262
H7 0.670 -0.110 4.002
H8 0.465 1.196 4.923
O2 -0.837 -0.568 1.218
H9 -0.831 -1.426 0.874
F1 3.154 1.187 -4.225
C4 2.572 1.451 -3.117
C5 1.491 0.631 -2.605
C6 0.812 1.027 -1.390
C7 1.224 2.134 -0.741
C8 2.414 2.837 -1.032
C9 3.091 2.538 -2.304
H10 1.180 -0.292 -3.213
H11 0.106 0.371 -1.059
H12 0.715 2.204 0.135
H13 2.645 3.482 -0.384
H14 3.981 3.183 -2.451
F2 -0.517 -4.649 -5.292
C10 -0.237 -4.463 -3.973
C11 0.174 -3.251 -3.547
C12 0.190 -2.867 -2.222
C13 -0.123 -3.815 -1.245
C14 -0.376 -5.132 -1.638
C15 -0.567 -5.406 -2.993
H15 0.300 -2.529 -4.491
H16 0.223 -1.837 -2.003
H17 -0.101 -3.569 -0.129
H18 -0.855 -5.708 -0.970
H19 -0.967 -6.117 -3.393
F3 3.796 -3.903 3.311
C16 3.692 -2.972 2.295
C17 2.708 -1.911 2.211
C18 2.614 -0.951 1.096
C19 3.773 -0.879 0.316
C20 4.773 -1.912 0.402
C21 4.728 -2.970 1.215
H20 1.800 -1.806 2.980
H21 1.951 -0.049 0.988
H22 3.792 -0.059 -0.444
H23 5.657 -1.948 -0.236
H24 5.234 -3.875 0.978
C22 -2.914 4.068 -1.520
C23 -2.152 2.767 -1.664
C24 -2.124 2.189 -0.293
S1 -3.711 2.670 0.401
O3 -3.555 3.360 1.710
O4 -4.790 1.696 0.228
C25 -4.161 3.917 -0.841
H25 -2.945 4.659 -2.639
H26 -2.266 4.964 -1.013
H27 -1.148 3.003 -2.086
H28 -2.425 2.072 -2.394
H29 -1.357 2.620 0.367
H30 -2.384 1.128 -0.049
H31 -4.683 4.629 -0.193
H32 -4.934 3.383 -1.331

***

(2)
Below is a molecular structure, C25H32FMnN6OS2, with properties calculated with wB97M-V/def2-TZVPD.

## Properties
- expectation value of S² = 3.776
- multiplicity = 4
- max |F| (Eh/bohr) = 0.011
- Kohn-Sham gap (spin up / spin down) (eV) = 6.94 / 7.30
- E_HOMO (spin up / spin down) (eV) = -15.917 / -15.924
- M (g/mol) = 570.642
- charge = +3
- calculated total energy (a.u.) = -3422.045701

Cartesian coordinates (Å):
Mn1 -2.033 -0.858 0.251
C1 -4.863 1.867 2.042
C2 -4.445 0.737 1.166
O1 -3.221 0.465 1.027
N1 -5.372 0.009 0.557
C3 -5.060 -1.125 -0.302
C4 -4.552 -2.328 0.459
C5 -5.413 -3.301 0.930
C6 -4.904 -4.381 1.641
C7 -3.535 -4.469 1.844
C8 -2.725 -3.474 1.329
N2 -3.219 -2.418 0.658
H1 -4.097 2.638 2.022
H2 -4.948 1.495 3.066
H3 -5.823 2.284 1.746
H4 -6.340 0.264 0.688
H5 -4.329 -0.805 -1.063
H6 -5.969 -1.386 -0.840
H7 -6.475 -3.219 0.739
H8 -5.567 -5.147 2.020
H9 -3.095 -5.295 2.383
H10 -1.647 -3.509 1.442
C9 1.409 6.575 2.153
N3 0.772 5.256 2.083
C10 1.174 4.166 1.456
S1 0.373 2.703 2.038
N4 2.099 4.104 0.524
C11 2.751 5.199 -0.199
H11 1.124 7.018 3.103
H12 1.072 7.218 1.343
H13 2.490 6.474 2.140
H14 -0.064 5.152 2.640
H15 2.459 3.174 0.325
H16 2.056 6.018 -0.354
H17 3.041 4.808 -1.171
H18 3.641 5.546 0.322
N5 -1.679 -3.484 -2.204
C12 -0.494 -2.907 -2.034
S2 -0.270 -1.603 -0.904
N6 0.535 -3.301 -2.759
C13 1.915 -2.924 -2.597
C14 2.568 -3.198 -1.403
C15 3.920 -2.917 -1.305
C16 4.605 -2.385 -2.389
C17 3.939 -2.125 -3.580
C18 2.583 -2.394 -3.691
H19 -2.471 -3.169 -1.674
H20 -1.802 -4.279 -2.815
H21 0.350 -3.948 -3.518
H22 2.041 -3.659 -0.579
H23 4.449 -3.147 -0.390
H24 5.666 -2.194 -2.313
H25 4.476 -1.732 -4.431
H26 2.058 -2.209 -4.619
F1 5.907 -0.109 -0.433
C19 4.667 0.279 -0.139
C20 4.246 0.227 1.180
C21 2.951 0.613 1.479
C22 2.090 1.040 0.468
C23 0.662 1.425 0.761
C24 2.545 1.082 -0.850
C25 3.842 0.707 -1.164
H27 4.930 -0.110 1.946
H28 2.615 0.585 2.509
H29 0.156 0.558 1.221
H30 0.147 1.695 -0.161
H31 1.879 1.396 -1.643
H32 4.211 0.730 -2.179

***

(3)
Below is a molecular structure, C25H32IrN2O3SiTe in a non-equilibrium geometry, with properties calculated with wB97M-V/def2-TZVPD.

## Properties
- expectation value of S² = 0.768
- multiplicity = 2
- max |F| (Eh/bohr) = 0.033
- Kohn-Sham gap (spin up / spin down) (eV) = 7.03 / 5.76
- ΔE to the lowest compared entry with this formula, charge and spin (kJ/mol) = 5.6
- E_HOMO (spin up / spin down) (eV) = -7.126 / -6.906
- M (g/mol) = 756.445
- calculated total energy (a.u.) = -1968.910882

Cartesian coordinates (Å):
Ir1 0.528 0.099 1.034
C1 -5.060 -3.867 2.496
O1 -5.202 -2.637 3.187
C2 -4.230 -1.713 3.035
C3 -4.432 -0.514 3.749
C4 -3.496 0.468 3.653
C5 -2.334 0.350 2.848
C6 -1.449 1.481 2.757
C7 -1.570 2.648 3.698
O2 -0.579 1.610 1.868
C8 -2.136 -0.872 2.131
O3 -1.096 -1.162 1.397
C9 -3.111 -1.889 2.257
H1 -5.937 -4.455 2.747
H2 -4.161 -4.396 2.818
H3 -5.023 -3.709 1.416
H4 -5.324 -0.404 4.348
H5 -3.660 1.390 4.191
H6 -1.713 2.313 4.723
H7 -2.418 3.278 3.420
H8 -0.662 3.238 3.617
H9 -2.926 -2.802 1.712
C10 -0.640 5.665 -0.301
C11 0.567 5.192 0.205
C12 0.937 3.875 -0.010
C13 0.121 3.004 -0.734
C14 -1.085 3.495 -1.231
C15 -1.466 4.816 -1.020
Si1 0.611 1.204 -0.970
C16 2.267 1.200 -1.885
C17 2.287 1.738 -3.176
C18 3.451 1.772 -3.929
C19 4.632 1.265 -3.402
C20 4.638 0.737 -2.120
C21 3.466 0.709 -1.373
H10 -0.932 6.694 -0.133
H11 1.213 5.852 0.769
H12 1.875 3.511 0.398
H13 -1.741 2.838 -1.793
H14 -2.405 5.180 -1.418
H15 -0.387 0.677 -1.948
H16 1.373 2.140 -3.603
H17 3.439 2.197 -4.925
H18 5.544 1.291 -3.986
H19 5.558 0.357 -1.693
H20 3.501 0.331 -0.356
C22 0.543 -3.277 -2.963
C23 1.406 -3.080 -1.721
C24 2.847 -2.787 -2.133
C25 1.339 -4.323 -0.830
N1 0.849 -1.879 -1.068
N2 1.418 -1.568 0.211
H21 0.917 -4.112 -3.554
H22 0.557 -2.376 -3.577
H23 -0.493 -3.491 -2.689
H24 3.203 -3.562 -2.813
H25 3.527 -2.775 -1.278
H26 2.909 -1.821 -2.636
H27 1.667 -5.203 -1.385
H28 0.316 -4.501 -0.487
H29 1.988 -4.238 0.044
H30 -0.150 -1.984 -0.909
H31 2.422 -1.444 0.079
H32 1.282 -2.339 0.869
Te1 2.618 0.566 2.371

***

(4)
Below is a molecular structure, C25H32MnN4O4S3, with properties calculated with wB97M-V/def2-TZVPD.

## Properties
- expectation value of S² = 0.930
- multiplicity = 2
- max |F| (Eh/bohr) = 0.017
- Kohn-Sham gap (spin up / spin down) (eV) = 7.40 / 7.22
- E_HOMO (spin up / spin down) (eV) = -7.114 / -6.931
- M (g/mol) = 603.694
- calculated total energy (a.u.) = -3837.356054

Cartesian coordinates (Å):
Mn1 -0.134 0.125 -0.016
C1 0.565 2.062 -4.550
O1 -0.123 2.904 -3.628
C2 -1.356 2.385 -3.280
C3 -2.500 2.905 -3.839
C4 -3.752 2.394 -3.497
C5 -3.825 1.355 -2.596
C6 -2.676 0.832 -1.989
C7 -2.831 -0.233 -1.025
N1 -1.920 -0.578 -0.195
N2 -2.279 -1.601 0.676
C8 -1.236 -1.970 1.353
O2 -0.054 -1.466 1.197
C9 -1.413 -3.053 2.357
C10 -2.678 -3.557 2.654
C11 -2.821 -4.564 3.594
C12 -1.706 -5.079 4.244
C13 -0.445 -4.578 3.953
C14 -0.299 -3.566 3.015
C15 -1.400 1.352 -2.313
O3 -0.282 0.925 -1.794
H1 0.072 2.072 -5.526
H2 0.608 1.034 -4.184
H3 1.576 2.455 -4.655
H4 -2.403 3.715 -4.553
H5 -4.648 2.803 -3.945
H6 -4.788 0.929 -2.331
H7 -3.784 -0.754 -0.965
H8 -3.536 -3.149 2.139
H9 -3.807 -4.950 3.823
H10 -1.820 -5.870 4.975
H11 0.427 -4.972 4.460
H12 0.678 -3.160 2.786
C16 4.732 -0.182 0.615
C17 3.936 1.105 0.780
S1 2.265 1.247 0.100
C18 2.569 1.100 -1.671
C19 2.713 -0.337 -2.179
S2 1.359 -1.449 -1.695
C20 2.070 -2.680 -0.540
C21 3.548 -2.665 -0.185
S3 3.999 -1.693 1.283
H13 5.662 -0.029 1.168
H14 5.030 -0.347 -0.418
H15 4.508 1.923 0.336
H16 3.822 1.337 1.840
H17 3.441 1.696 -1.947
H18 1.686 1.543 -2.129
H19 3.653 -0.771 -1.860
H20 2.744 -0.318 -3.269
H21 1.815 -3.653 -0.960
H22 1.482 -2.546 0.362
H23 4.203 -2.373 -1.007
H24 3.839 -3.687 0.061
C22 -0.426 1.205 3.621
O4 0.528 0.640 2.740
H25 -0.251 0.909 4.659
H26 -1.449 0.935 3.344
H27 -0.330 2.288 3.551
H28 0.470 -0.327 2.767
N3 -0.270 3.131 0.406
C23 -1.041 4.225 0.316
C24 -2.341 3.811 0.488
C25 -2.248 2.424 0.667
N4 -0.985 2.016 0.622
H29 0.734 3.049 0.341
H30 -0.616 5.199 0.141
H31 -3.230 4.418 0.469
H32 -3.034 1.707 0.837

***

(5)
Below is a single C25H32N2O2 molecule, with properties calculated with wB97M-V/def2-TZVPD.

## Properties
- max |F| (Eh/bohr) = 0.010
- Kohn-Sham gap (eV) = 9.68
- ΔE to the lowest compared entry with this formula, charge and spin (kJ/mol) = 52.9
- E_HOMO (eV) = -8.972
- M (g/mol) = 392.543
- calculated total energy (a.u.) = -1231.879805

Cartesian coordinates (Å):
C1 1.759 -5.096 -5.441
C2 2.636 -5.587 -4.287
C3 2.375 -7.066 -3.997
C4 2.412 -4.751 -3.051
C5 1.166 -4.694 -2.437
C6 0.963 -3.922 -1.310
C7 2.011 -3.187 -0.765
C8 1.835 -2.420 0.506
O1 2.443 -2.727 1.516
N1 0.941 -1.398 0.486
C9 0.718 -0.671 1.721
C10 1.639 0.548 1.847
C11 1.059 1.815 1.198
N2 0.280 1.532 0.014
C12 -1.007 1.926 -0.169
O2 -1.674 1.514 -1.102
C13 -1.562 2.915 0.803
C14 -2.697 2.591 1.537
C15 -3.268 3.518 2.387
C16 -2.737 4.797 2.510
C17 -3.361 5.817 3.428
C18 -4.795 6.129 2.996
C19 -3.323 5.337 4.881
C20 -1.615 5.121 1.755
C21 -1.030 4.194 0.912
C22 0.830 0.610 -0.957
C23 0.367 -0.836 -0.712
C24 3.265 -3.257 -1.358
C25 3.456 -4.023 -2.494
H1 1.950 -4.044 -5.642
H2 0.704 -5.213 -5.202
H3 1.971 -5.665 -6.343
H4 3.685 -5.478 -4.586
H5 2.605 -7.667 -4.873
H6 2.996 -7.405 -3.170
H7 1.333 -7.231 -3.732
H8 0.339 -5.259 -2.841
H9 -0.010 -3.894 -0.840
H10 0.933 -1.368 2.533
H11 -0.332 -0.370 1.769
H12 1.817 0.761 2.901
H13 2.600 0.289 1.403
H14 1.879 2.500 0.945
H15 0.406 2.319 1.912
H16 -3.128 1.605 1.436
H17 -4.143 3.240 2.955
H18 -2.776 6.741 3.359
H19 -4.815 6.464 1.962
H20 -5.426 5.248 3.083
H21 -5.214 6.914 3.623
H22 -2.301 5.118 5.182
H23 -3.919 4.437 5.007
H24 -3.720 6.106 5.540
H25 -1.194 6.114 1.826
H26 -0.163 4.467 0.327
H27 1.919 0.675 -0.934
H28 0.466 0.913 -1.943
H29 -0.725 -0.831 -0.632
H30 0.653 -1.447 -1.568
H31 4.088 -2.709 -0.924
H32 4.435 -4.061 -2.950

***

(6)
Below is a single C25H32N2O5 molecule in a non-equilibrium geometry, with properties calculated with wB97M-V/def2-TZVPD.

## Properties
- max |F| (Eh/bohr) = 0.029
- Kohn-Sham gap (eV) = 8.11
- ΔE to the lowest compared entry with this formula, charge and spin (kJ/mol) = 169.7
- E_HOMO (eV) = -8.096
- M (g/mol) = 440.540
- calculated total energy (a.u.) = -1457.542414

Cartesian coordinates (Å):
C1 7.192 -3.498 -0.227
C2 5.813 -3.024 0.202
O1 5.377 -2.062 -0.738
C3 4.161 -1.481 -0.575
C4 3.280 -1.747 0.469
C5 2.065 -1.088 0.532
C6 1.710 -0.150 -0.424
C7 0.367 0.545 -0.351
C8 -0.740 -0.404 -0.755
C9 -0.822 -0.856 -2.146
O2 -0.310 -0.214 -3.052
C10 -1.538 -2.098 -2.403
C11 -1.950 -2.632 -3.604
C12 -2.578 -3.852 -3.297
C13 -2.498 -3.991 -1.934
C14 -2.974 -5.070 -1.031
O3 -1.870 -2.939 -1.397
C15 -1.534 -0.598 0.317
O4 -2.652 -1.292 0.512
C16 -1.025 0.213 1.461
O5 -1.526 0.175 2.574
N1 0.020 0.916 1.002
C17 0.792 1.881 1.747
C18 -0.090 2.916 2.448
C19 -0.937 3.764 1.487
N2 -2.084 3.041 0.962
C20 -3.331 3.326 1.653
C21 -3.346 2.832 3.095
C22 -2.224 3.098 -0.480
C23 -2.646 4.453 -1.066
C24 2.587 0.109 -1.470
C25 3.796 -0.548 -1.547
H1 7.880 -2.658 -0.257
H2 7.563 -4.241 0.473
H3 7.140 -3.937 -1.220
H4 5.112 -3.870 0.229
H5 5.862 -2.576 1.205
H6 3.524 -2.468 1.234
H7 1.386 -1.310 1.342
H8 0.383 1.418 -1.013
H9 -1.817 -2.184 -4.567
H10 -3.028 -4.539 -3.984
H11 -3.600 -4.648 -0.247
H12 -2.129 -5.565 -0.554
H13 -3.544 -5.802 -1.595
H14 -2.912 -1.120 1.439
H15 1.399 1.364 2.502
H16 1.469 2.369 1.041
H17 0.565 3.578 3.017
H18 -0.742 2.392 3.142
H19 -1.261 4.670 2.021
H20 -0.297 4.087 0.659
H21 -4.122 2.811 1.101
H22 -3.562 4.407 1.648
H23 -2.997 1.804 3.143
H24 -2.716 3.449 3.730
H25 -4.362 2.876 3.481
H26 -2.956 2.339 -0.771
H27 -1.267 2.811 -0.920
H28 -2.636 4.397 -2.151
H29 -3.649 4.721 -0.745
H30 -1.960 5.237 -0.753
H31 2.310 0.816 -2.237
H32 4.482 -0.356 -2.356